1.
A gas-phase ion, C10H17N4O (charge +1) at a distorted geometry, computed with ωB97M-V/def2-TZVPD.

ORCA input file:
```
! wB97M-V def2-TZVPD RIJCOSX def2/J DEFGRID3
* xyz 1 1
C -0.709 -1.519 -0.825
C 0.105 -1.369 1.473
C -1.576 -2.551 -0.479
C -0.790 -2.300 1.816
C 0.131 -0.915 0.125
C -1.656 -2.978 0.884
C 0.863 1.828 -1.975
C 1.474 0.461 -1.697
C 0.833 2.686 -0.688
C 0.106 1.912 0.442
N 1.029 0.031 -0.318
N -2.214 -4.121 1.288
N -1.181 1.651 0.329
N 2.143 3.167 -0.335
O 0.649 1.961 1.653
H -0.718 -1.329 -1.922
H 0.852 -1.012 2.250
H -2.084 -3.252 -1.147
H -0.856 -2.648 2.821
H 1.216 2.420 -2.737
H -0.135 1.717 -2.289
H 1.236 -0.331 -2.364
H 2.470 0.566 -1.657
H 0.236 3.555 -1.010
H -2.956 -4.531 0.771
H -1.924 -4.392 2.323
H -1.832 1.714 1.056
H -1.627 1.807 -0.647
H 2.131 3.495 0.602
H 2.891 2.421 -0.445
H 1.753 0.258 0.317
H 0.139 1.600 2.381
*
```

Energy = -685.2339 Ha
Relative energy (zero: lowest compared OMol25 entry of this formula, charge and spin) = 3.0 kcal/mol
Orbital gap = 7.291 eV
HOMO energy = -0.376 Eh

=====

2.
A molecular structure, C10H17N4O5RuS at a distorted geometry, computed with ωB97M-V/def2-TZVPD.

ORCA input file:
```
! wB97M-V def2-TZVPD RIJCOSX def2/J DEFGRID3
* xyz 0 6
Ru 0.000 0.000 0.000
O 1.030 -1.726 -0.054
C 0.106 -2.360 -0.920
C -1.223 -2.502 -0.184
N -1.707 -1.177 0.127
C -2.205 -0.989 1.493
C -1.000 -0.770 2.443
O -1.122 -1.329 3.586
O -0.050 -0.074 1.989
C -2.484 -0.498 -0.906
C -2.248 1.041 -0.861
O -3.008 1.693 -1.654
O -1.348 1.468 -0.087
H 1.861 -1.532 -0.559
H 0.499 -3.348 -1.181
H 0.010 -1.772 -1.838
H -1.040 -3.078 0.732
H -1.947 -3.068 -0.780
H -2.820 -1.839 1.811
H -2.830 -0.092 1.586
H -3.552 -0.724 -0.809
H -2.169 -0.818 -1.907
C 2.058 4.751 -3.127
C 1.058 5.044 -2.019
C 1.064 3.970 -0.982
N 0.475 2.801 -1.114
N 0.652 2.005 0.000
C 1.356 2.596 0.938
N 1.656 2.047 2.129
S 1.862 4.185 0.523
H 2.030 5.543 -3.882
H 1.832 3.801 -3.624
H 3.078 4.689 -2.735
H 0.052 5.116 -2.450
H 1.280 6.021 -1.575
H 1.104 1.238 2.392
H 1.877 2.668 2.898
H 1.828 0.000 0.000
*
```

Energy = -1479.2956 Ha
Relative energy (zero: lowest compared OMol25 entry of this formula, charge and spin) = 0.0 kcal/mol
Orbital gap (spin up / spin down) = 7.215 / 7.558 eV
HOMO energy (spin up / spin down) = -0.248 / -0.323 Eh

=====

3.
A molecular structure, C10H17NO6 at a distorted geometry, computed with ωB97M-V/def2-TZVPD.

ORCA input file:
```
! wB97M-V def2-TZVPD RIJCOSX def2/J DEFGRID3
* xyz 0 1
N -0.757 0.469 0.452
O 0.069 1.239 0.922
O -0.926 -0.758 1.234
O -1.407 0.568 -0.569
C -2.168 -4.142 6.208
C -2.251 -2.694 5.765
C -3.058 -1.763 6.772
C -2.769 -0.329 6.423
C -3.143 -0.026 4.957
C -3.328 -1.271 3.968
C -3.575 -2.516 4.834
C -4.363 -2.263 6.091
C -4.402 -1.017 2.968
O -5.707 -0.708 3.541
O -2.216 -1.562 3.127
O -2.201 -0.902 1.567
C -0.895 -2.208 5.290
H -1.818 -4.772 5.378
H -1.453 -4.231 7.032
H -3.131 -4.521 6.543
H -2.900 -2.092 7.799
H -3.359 0.304 7.101
H -1.714 -0.078 6.597
H -4.111 0.492 4.970
H -2.445 0.678 4.489
H -3.760 -3.361 4.183
H -4.740 -3.201 6.499
H -5.141 -1.543 5.962
H -4.023 -0.226 2.305
H -4.426 -1.929 2.340
H -6.283 -0.720 2.745
H -0.785 -1.103 5.311
H -0.165 -2.619 6.016
H -0.626 -2.614 4.293
*
```

Energy = -897.0185 Ha
Relative energy (zero: lowest compared OMol25 entry of this formula, charge and spin) = 291.4 kcal/mol
Orbital gap = 8.164 eV
HOMO energy = -0.356 Eh

=====

4.
2 unconnected molecules or ions with the total composition C10H17NO8PS2, computed with ωB97M-V/def2-TZVPD.

ORCA input file:
```
! wB97M-V def2-TZVPD RIJCOSX def2/J DEFGRID3
* xyz -1 1
C 2.811 -2.788 2.293
C 2.896 -1.511 1.451
C 1.580 -1.219 0.709
C 1.226 0.264 0.650
O -0.192 0.485 0.726
S -0.711 0.870 2.201
O -0.248 -0.197 3.057
O -0.237 2.185 2.517
N -2.264 0.894 2.036
S -3.192 0.043 1.103
O -4.437 -0.153 1.807
O -3.234 0.515 -0.258
P -2.617 -2.047 0.824
O -3.805 -2.842 0.489
O -1.792 -2.495 2.108
O -1.504 -2.080 -0.322
H 2.309 -2.586 3.240
H 3.795 -3.213 2.496
H 2.218 -3.546 1.777
H 3.717 -1.619 0.737
H 3.130 -0.668 2.104
H 0.770 -1.715 1.242
H 1.628 -1.635 -0.300
H 1.720 0.799 1.464
H 1.540 0.738 -0.281
H -2.208 -2.172 2.921
H -1.774 -2.777 -0.938
C 1.153 2.540 -3.582
C 0.765 1.293 -3.110
C -0.482 1.124 -2.522
C -1.346 2.205 -2.404
C -0.956 3.451 -2.877
C 0.291 3.621 -3.465
H 2.128 2.671 -4.036
H 1.439 0.449 -3.197
H -0.779 0.157 -2.133
H -2.303 2.067 -1.924
H -1.625 4.296 -2.776
H 0.593 4.597 -3.825
*
```

Energy = -2185.8107 Ha
Orbital gap = 9.127 eV
HOMO energy = -0.229 Eh

=====

5.
C10H17NS in the gas phase at a distorted geometry, computed with ωB97M-V/def2-TZVPD.

ORCA input file:
```
! wB97M-V def2-TZVPD RIJCOSX def2/J DEFGRID3
* xyz 0 1
C -0.322 0.331 2.331
C 0.048 -0.148 1.042
C -0.169 -0.577 3.365
C -0.040 0.441 -0.159
C -0.665 -0.111 4.710
C -0.730 1.745 -0.319
C 1.541 0.954 -1.986
C -0.282 -0.708 -2.508
C 1.668 -1.262 -0.899
C 0.734 -0.147 -1.406
N 0.392 -1.679 3.109
S 0.383 -3.089 3.806
H -0.901 1.165 2.469
H 0.759 -0.955 1.137
H -1.752 0.121 4.691
H -0.021 0.786 4.808
H -0.567 -0.931 5.536
H -1.552 1.771 -1.008
H 0.033 2.381 -0.613
H -1.207 2.111 0.517
H 2.098 1.600 -1.261
H 0.982 1.521 -2.698
H 2.440 0.465 -2.639
H 0.342 -1.368 -3.066
H -0.972 -1.344 -1.906
H -0.753 0.048 -3.097
H 2.108 -1.947 -1.678
H 1.371 -2.193 -0.320
H 2.527 -0.782 -0.476
*
```

Energy = -844.0162 Ha
Relative energy (zero: lowest compared OMol25 entry of this formula, charge and spin) = 60.9 kcal/mol
Orbital gap (spin up / spin down) = 6.951 / 6.182 eV
HOMO energy (spin up / spin down) = -0.293 / -0.264 Eh

=====

6.
A molecular structure, C10H17NTi at a distorted geometry, computed with ωB97M-V/def2-TZVPD.

ORCA input file:
```
! wB97M-V def2-TZVPD RIJCOSX def2/J DEFGRID3
* xyz 0 3
Ti -1.020 -0.658 0.253
C -1.126 -2.743 -1.776
H -1.142 -1.597 -1.988
H -0.091 -3.070 -1.847
H -2.041 -3.101 -2.302
H -1.541 -2.937 -0.813
H -1.843 -1.901 0.962
C -2.221 1.724 -1.034
N -0.962 1.087 -0.732
C -0.046 1.100 -1.878
C -0.212 1.673 0.470
C 0.774 0.687 1.057
C 1.692 1.116 2.026
C 2.586 0.195 2.609
C 2.572 -1.130 2.213
C 1.669 -1.584 1.244
C 0.820 -0.662 0.665
H -2.036 2.764 -1.291
H -2.897 1.657 -0.182
H -2.683 1.213 -1.870
H 0.252 2.139 -2.026
H 0.842 0.493 -1.705
H -0.574 0.734 -2.763
H -0.945 1.982 1.221
H 0.281 2.592 0.101
H 1.701 2.156 2.371
H 3.272 0.525 3.405
H 3.267 -1.837 2.680
H 1.650 -2.617 0.931
*
```

Energy = -1295.2451 Ha
Relative energy (zero: lowest compared OMol25 entry of this formula, charge and spin) = 0.0 kcal/mol
Orbital gap (spin up / spin down) = 5.965 / 8.435 eV
HOMO energy (spin up / spin down) = -0.200 / -0.297 Eh

=====

7.
A gas-phase ion, C10H17O3S (charge -1) at a distorted geometry, computed with ωB97M-V/def2-TZVPD.

ORCA input file:
```
! wB97M-V def2-TZVPD RIJCOSX def2/J DEFGRID3
* xyz -1 1
C 0.238 -0.376 1.887
C -1.139 -1.021 1.376
C -1.057 1.385 1.067
C 0.352 0.894 1.064
C -1.589 0.060 0.476
C 0.678 0.455 -0.470
C -0.828 0.076 -0.855
C 1.149 1.718 -1.276
C 1.594 -0.763 -0.662
C -0.950 -1.259 -1.629
O -1.808 2.472 -1.497
O -1.096 1.096 -3.299
O -3.099 0.513 -1.899
S -1.776 1.123 -1.989
H 0.016 -0.161 2.976
H 1.072 -1.042 1.748
H -0.867 -1.997 0.983
H -1.880 -1.285 2.211
H -1.438 1.777 2.014
H -1.284 2.155 0.393
H 1.102 1.603 1.523
H -2.678 0.028 0.408
H 2.143 1.612 -1.626
H 1.080 2.704 -0.749
H 0.422 1.779 -2.097
H 1.532 -1.175 -1.607
H 1.255 -1.619 -0.177
H 2.584 -0.322 -0.591
H -0.391 -1.206 -2.636
H -1.952 -1.364 -1.906
H -0.516 -2.145 -1.089
*
```

Energy = -1015.1620 Ha
Relative energy (zero: lowest compared OMol25 entry of this formula, charge and spin) = 0.0 kcal/mol
Orbital gap = 8.360 eV
HOMO energy = -0.183 Eh